Density functional theory data (ωB97M-V/def2-TZVPD) for C3H2N2 in the gas phase.

Properties
Orbital gap, eV: 12.5
E_LUMO, eV: 0.342
SMILES string: N#CCC#N
Highest occupied orbital energy, eV: -12.20
Molecular weight, g/mol: 66.06
2S+1: 1
Total energy, eV: -6122.19301

Last column: natural (NBO) charge in e.
Geometry (Å):
1 C -0.964 0.699 0.179  0.27
2 C -0.052 -0.223 -0.409  -0.62
3 C 1.178 -0.264 0.375  0.27
4 H -0.566 -1.234 -0.397  0.30
5 H 0.025 0.007 -1.522  0.30
6 N -1.707 1.426 0.642  -0.26
7 N 2.084 -0.411 1.131  -0.26


Density functional theory data (ωB97M-V/def2-TZVPD) for 2 unconnected molecules or ions with the total composition C4H12NO2.

Properties
⟨S²⟩: 0.7572
Orbital gap (spin up / spin down), eV: 11.1 / 7.7
E_LUMO (spin up / spin down), eV: 0.899 / -2.143
Highest occupied orbital energy (spin up / spin down), eV: -10.16 / -9.83
Molecular weight, g/mol: 106.14
2S+1: 2
Total energy, eV: -9925.06597

Last column: natural (NBO) charge in e.
Geometry (Å):
1 C 0.569 1.472 -0.103  -0.23
2 N 0.656 0.048 0.140  -0.50
3 C 0.625 -0.905 -0.961  0.05
4 O -0.687 -1.050 -1.272  -0.41
5 C 1.006 2.293 1.124  -0.40
6 C 0.039 2.046 2.301  -0.62
7 H -0.464 1.739 -0.356  0.19
8 H 1.165 1.829 -0.945  0.20
9 H 0.036 -0.227 0.883  0.38
10 H 1.112 -1.772 -0.489  0.16
11 H 1.172 -0.594 -1.857  0.19
12 H 1.998 1.960 1.409  0.21
13 H 1.015 3.325 0.780  0.21
14 H -0.962 1.839 1.910  0.20
15 H -0.046 2.967 2.869  0.22
16 H 0.325 1.192 2.905  0.21
17 H -2.577 -3.209 -0.910  0.45
18 H -1.329 -2.484 -1.179  0.47
19 O -1.680 -3.389 -1.220  -0.97


Density functional theory data (ωB97M-V/def2-TZVPD) for 2 unconnected molecules or ions with the total composition C8H12N3OS.

Properties
Orbital gap, eV: 7.6
E_LUMO, eV: -3.803
Net charge: +1
Highest occupied orbital energy, eV: -11.41
Molecular weight, g/mol: 198.27
2S+1: 1
Total energy, eV: -25834.76443

Last column: natural (NBO) charge in e.
Geometry (Å):
1 C -2.328 -1.564 -0.019  -0.11
2 C -1.643 0.790 0.398  -0.13
3 C -3.644 -1.079 -0.233  -0.28
4 C -2.928 1.150 0.148  -0.29
5 C -1.311 -0.625 0.314  -0.20
6 C -3.924 0.252 -0.264  0.36
7 C 0.037 -1.087 0.527  -0.25
8 C 3.794 -0.129 0.193  0.36
9 N 3.382 0.809 -0.585  -0.33
10 N 4.390 -1.265 -0.226  -0.77
11 N 2.937 2.072 -0.218  -0.60
12 O -5.190 0.596 -0.557  -0.63
13 S 1.135 -0.211 1.219  -0.07
14 H -2.205 -2.654 -0.079  0.23
15 H -0.870 1.401 0.793  0.23
16 H -4.425 -1.771 -0.619  0.24
17 H -3.093 2.196 0.135  0.22
18 H 0.263 -2.172 0.244  0.22
19 H 3.867 0.158 1.334  0.25
20 H 3.546 0.648 -1.575  0.42
21 H 3.947 -1.700 -1.046  0.42
22 H 4.614 -1.953 0.548  0.44
23 H 2.653 1.978 0.730  0.37
24 H 2.268 2.553 -0.661  0.39
25 H -5.272 1.606 -0.501  0.49


Density functional theory data (ωB97M-V/def2-TZVPD) for 2 unconnected molecules or ions with the total composition C2H6NO2.

Properties
Orbital gap, eV: 7.8
E_LUMO, eV: 4.164
Net charge: -1
Highest occupied orbital energy, eV: -3.60
Molecular weight, g/mol: 76.07
2S+1: 1
Total energy, eV: -7756.99823

Last column: natural (NBO) charge in e.
Geometry (Å):
1 C -0.536 1.823 -0.819  -0.24
2 O -1.369 0.878 -0.193  -0.80
3 H -0.017 1.388 -1.685  0.15
4 H -1.250 2.611 -1.058  0.15
5 H 0.223 2.264 -0.154  0.15
6 C 0.818 -2.043 0.403  0.45
7 N 0.511 -0.888 0.954  -0.97
8 O 1.124 -3.109 1.007  -0.80
9 H 0.582 -2.196 -0.674  0.06
10 H -0.848 0.193 0.285  0.52
11 H 0.762 -0.920 1.935  0.32


Density functional theory data (ωB97M-V/def2-TZVPD) for 2 unconnected molecules or ions with the total composition C22H24F2O4.

Properties
Orbital gap, eV: 4.1
E_LUMO, eV: -2.836
Highest occupied orbital energy, eV: -6.97
Molecular weight, g/mol: 390.43
2S+1: 1
Total energy, eV: -36824.95292

Last column: natural (NBO) charge in e.
Geometry (Å):
1 C 5.066 1.533 2.973  -0.64
2 C 3.788 0.793 3.067  -0.05
3 C 2.596 1.384 2.644  0.43
4 F 2.649 2.704 2.264  -0.34
5 C 1.388 0.722 2.644  -0.27
6 C 1.316 -0.607 3.151  -0.07
7 C 0.114 -1.399 3.077  0.09
8 C -1.159 -0.810 3.334  -0.17
9 C -1.272 0.492 3.924  -0.21
10 C -2.455 1.179 3.768  0.42
11 F -2.502 2.511 4.094  -0.33
12 C -3.607 0.592 3.252  0.00
13 C -4.811 1.423 3.035  -0.65
14 C -3.557 -0.773 2.935  -0.22
15 C -2.363 -1.469 2.968  -0.09
16 C 2.496 -1.152 3.715  -0.16
17 C 3.707 -0.487 3.634  -0.20
18 H 5.896 0.843 3.151  0.22
19 H 5.199 1.996 1.990  0.24
20 H 5.118 2.330 3.726  0.24
21 H 0.500 1.217 2.257  0.24
22 H 0.202 -2.322 2.494  0.27
23 H -0.410 0.974 4.377  0.25
24 H -5.653 0.776 2.788  0.23
25 H -5.072 2.011 3.921  0.24
26 H -4.657 2.125 2.207  0.24
27 H -4.479 -1.266 2.625  0.23
28 H -2.318 -2.517 2.666  0.25
29 H 2.430 -2.124 4.196  0.26
30 H 4.615 -0.954 4.024  0.23
31 H -0.475 -2.947 4.106  0.20
32 C -0.057 -3.900 4.356  -0.60
33 C 1.092 -4.536 3.794  0.72
34 O 1.511 -5.644 4.114  -0.63
35 O 1.747 -3.836 2.811  -0.58
36 C 2.915 -4.558 2.358  -0.07
37 C 3.669 -3.704 1.370  -0.63
38 C -0.783 -4.630 5.352  0.74
39 O -0.407 -5.537 6.082  -0.61
40 O -2.077 -4.140 5.459  -0.55
41 C -2.865 -4.996 6.302  -0.07
42 C -4.212 -4.361 6.549  -0.62
43 H 3.550 -4.791 3.226  0.19
44 H 2.582 -5.502 1.901  0.19
45 H 4.532 -4.267 1.004  0.22
46 H 3.044 -3.434 0.508  0.21
47 H 4.046 -2.789 1.843  0.20
48 H -2.987 -5.967 5.796  0.18
49 H -2.344 -5.151 7.256  0.20
50 H -4.810 -5.051 7.152  0.21
51 H -4.106 -3.427 7.115  0.20
52 H -4.748 -4.167 5.611  0.20


Density functional theory data (ωB97M-V/def2-TZVPD) for 3 unconnected molecules or ions with the total composition C3H9NO3.

Properties
Orbital gap, eV: 9.5
E_LUMO, eV: 0.039
Highest occupied orbital energy, eV: -9.51
Molecular weight, g/mol: 107.11
2S+1: 1
Total energy, eV: -10888.14563

Last column: natural (NBO) charge in e.
Geometry (Å):
1 H -1.278 0.983 1.035  0.52
2 O -0.655 2.005 1.736  -0.89
3 O -2.039 0.353 0.063  -0.72
4 H 0.113 1.840 1.154  0.52
5 H -0.297 1.660 2.624  0.50
6 C -1.365 -0.519 -0.595  0.77
7 O -1.780 -1.264 -1.475  -0.62
8 C 0.140 -0.459 -0.142  -0.14
9 H 0.074 -0.468 1.016  0.17
10 N 0.761 0.895 -0.394  -0.87
11 H 1.699 0.955 -0.499  0.36
12 H 0.577 1.237 -1.283  0.37
13 C 0.885 -1.626 -0.749  -0.62
14 H 1.859 -1.466 -0.269  0.19
15 H 0.468 -2.558 -0.405  0.23
16 H 0.838 -1.569 -1.818  0.23


> Which value of molecular weight does entry 4 give?

76.07 g/mol


> Which value of total energy does entry 5 give?

-36824.95292 eV